A molecular structure, C17H31F3IrN3, computed with ωB97M-V/def2-TZVPD.

ORCA input file:
```
! RIJCOSX wB97M-V def2-TZVPD def2/J DEFGRID3
* xyz 3 6
Ir -0.16278 0.16299 -0.25488
C 2.65404 -3.43332 -0.62785
C 1.87751 -2.63245 0.36170
C 0.51744 -2.86988 0.56279
C -0.16056 -3.91809 -0.27565
C -0.13044 -2.23235 1.66497
C -1.42043 -2.74365 2.20017
C 0.48056 -1.10689 2.33235
C -0.24774 -0.47967 3.49323
C 1.80234 -0.77846 2.04655
C 2.52833 0.34877 2.71049
C 2.55734 -1.67248 1.19184
C 4.02955 -1.60778 1.18928
H 3.57900 -2.95217 -0.92977
H 2.07389 -3.64728 -1.52225
H 2.91247 -4.40398 -0.18545
H -1.23386 -3.97663 -0.13189
H 0.24312 -4.91093 -0.05970
H 0.02900 -3.73889 -1.33520
H -1.94611 -3.42245 1.53819
H -2.09371 -1.95624 2.53832
H -1.18984 -3.32897 3.10294
H -1.26214 -0.16113 3.24139
H 0.29276 0.35006 3.93740
H -0.36850 -1.21734 4.29207
H 3.00975 -0.00035 3.63115
H 1.86930 1.16247 3.00276
H 3.31259 0.75251 2.07299
H 4.34944 -0.97173 0.34497
H 4.48296 -2.58241 1.01797
H 4.44070 -1.16559 2.09243
N -2.10037 -0.79302 -0.68968
C -3.14593 0.25837 -0.89913
C -2.63735 1.28535 -1.89184
N -1.28795 1.79076 -1.51998
C -1.23698 3.08444 -0.79167
C -1.39646 2.86511 0.69638
N -0.35252 1.89354 1.15419
H -2.40285 -1.43803 0.03869
H -2.01671 -1.35988 -1.53549
H -4.06477 -0.19475 -1.27276
H -3.36599 0.69952 0.07205
H -2.56564 0.83900 -2.88470
H -3.34997 2.10883 -1.96098
H -0.73588 1.89203 -2.36748
H -0.26829 3.54190 -1.00200
H -2.00596 3.76582 -1.15967
H -1.28846 3.80781 1.23344
H -2.37228 2.45194 0.94615
H 0.55770 2.35740 1.15806
H -0.53551 1.61550 2.11746
F 2.45064 1.05961 -0.52749
C 1.63518 0.38264 -1.37250
F 1.42732 1.14396 -2.44734
F 2.26022 -0.72176 -1.76360
*
```

The gap between HOMO and LUMO (alpha / beta) is 9.202 / 6.118 eV. As for the expectation value of S²: 8.77. The energy comes out at -1233.4001 a.u. The molecular weight comes out at 526.7 Da. The value obtained for the LUMO energy (alpha / beta) is -0.350 / -0.483 hartree. The energy relative to the best compared isomer or geometry (same formula, charge and spin) comes out at 0.0 kcal per mole. The HOMO energy (alpha / beta) comes out at -18.73 / -19.25 eV.

Atom charges from the Löwdin analysis, given in e for atoms 1 to 8: Ir 1.5236; C 0.0044; C -0.1489; C -0.1758; C -0.0020; C -0.1566; C 0.0047; C -0.2124

A molecular structure, CHClF2N2, computed with ωB97M-V/def2-TZVPD.

ORCA input file:
```
! RIJCOSX wB97M-V def2-TZVPD def2/J DEFGRID3
* xyz 0 3
C 0.17186 -0.00262 -0.55639
N -0.39985 0.93490 -1.12709
N 0.13568 -0.10147 0.90322
F 0.47419 -1.36256 1.26148
F 0.97834 -0.92874 -1.06524
Cl -1.15720 0.35761 2.68766
H -0.20302 1.10288 -2.10364
*
```

The gap between HOMO and LUMO (alpha / beta) is 11.034 / 7.762 eV. As for the expectation value of S²: 2.02. The energy comes out at -807.9417 a.u. The molecular weight comes out at 114.5 Da. The value obtained for the LUMO energy (alpha / beta) is 0.024 / -0.115 hartree. The energy relative to the best compared isomer or geometry (same formula, charge and spin) comes out at 0.0 kcal per mole. The HOMO energy (alpha / beta) comes out at -10.39 / -10.88 eV.

For each atom in turn, the Löwdin charge in e is: C -0.4681; N 0.2283; N -0.0732; F -0.0468; F 0.1069; Cl 0.1659; H 0.0870

2 unconnected molecules or ions with the total composition CH3N3O3, computed with ωB97M-V/def2-TZVPD.

ORCA input file:
```
! RIJCOSX wB97M-V def2-TZVPD def2/J DEFGRID3
* xyz 0 1
O 0.70181 -3.30175 -0.15973
N 0.17083 -2.26435 -0.26757
N -0.47701 -1.40794 -0.87458
N -0.33156 -1.30998 0.62241
H 0.26839 -0.38858 0.90103
O 1.02581 1.22747 0.58263
C 0.30234 1.84823 -0.15591
O -0.97962 1.70421 -0.30997
H 0.63889 2.65871 -0.76229
H -1.31988 1.23397 0.42399
*
```

The gap between HOMO and LUMO is 10.270 eV. As for the SMILES: [O-][N+]1=NN1.O=CO. The energy comes out at -429.6817 a.u. The molecular weight comes out at 105.1 Da. The value obtained for the LUMO energy is 0.024 hartree. The energy relative to the best compared isomer or geometry (same formula, charge and spin) comes out at 84.2 kcal per mole. The HOMO energy comes out at -9.61 eV.

Atom charges from the Löwdin analysis, given in e for atoms 1 to 8: O 0.1123; N -0.4310; N 0.1611; N 0.0361; H 0.0985; O 0.0443; C -0.3888; O 0.1335